(1)
The following is a DFT calculation (ωB97M-V with the def2-TZVPD basis set) of 5 unconnected molecules or ions with the total composition H10O5.

Last column: Löwdin charge in e.
Geometry (Å):
O 2.038 -1.030 1.034  -0.069
H 1.127 -0.955 1.346  -0.010
H 2.044 -0.566 0.185  -0.024
O -3.099 1.484 -1.156  -0.072
H -3.873 1.103 -0.732  0.026
H -2.438 1.583 -0.455  0.000
O -0.955 -1.644 1.827  -0.039
H -1.334 -1.851 2.687  0.052
H -1.618 -1.090 1.401  0.035
O -0.436 0.879 -0.108  -0.040
H -0.457 -0.084 -0.114  0.028
H 0.346 1.093 -0.630  0.035
O 2.575 0.301 -1.533  -0.041
H 2.921 1.145 -1.842  0.058
H 3.160 -0.366 -1.911  0.061

Values from the calculation:
SMILES string	O.O.O.O.O
Kohn-Sham gap	11.063	eV
HOMO	-10.7	eV
total charge	0
ΔE to the lowest compared entry with this formula, charge and spin	23.3	kcal/mol
E_tot	-382.18700	hartree

(2)
The following is a DFT calculation (ωB97M-V with the def2-TZVPD basis set) of a single C5H8N2S molecule at a distorted geometry.

Last column: Löwdin charge in e.
Geometry (Å):
H 1.148 -2.478 0.387  0.060
N 0.041 -2.517 0.235  0.082
C -0.267 -1.195 0.215  -0.448
N -1.547 -0.745 -0.023  0.028
C -1.406 0.671 -0.590  -0.242
C -0.359 1.153 0.308  -0.546
S 0.568 2.544 -0.625  0.707
C 0.582 -0.041 0.428  -0.314
C 1.867 -0.265 0.673  0.079
H -2.155 -1.403 -0.626  0.172
H -2.403 1.267 -0.559  0.150
H -1.265 0.496 -1.622  0.094
H -0.748 1.408 1.358  0.158
H 1.188 1.584 -1.364  -0.113
H 2.443 0.690 0.970  0.107
H 2.312 -1.168 0.836  0.027

Values from the calculation:
SMILES string	[H]/N=C1/NC[C@H](S)C1=C
Kohn-Sham gap	9.054	eV
HOMO	-8.8	eV
total charge	0
ΔE to the lowest compared entry with this formula, charge and spin	58.1	kcal/mol
E_tot	-702.93735	hartree

(3)
The following is a DFT calculation (ωB97M-V with the def2-TZVPD basis set) of a molecular structure, C22H16F6N3RuSb at a distorted geometry.

Last column: Löwdin spin population.
Geometry (Å):
Ru -0.030 0.968 -0.134  0.292
C -4.079 0.847 -1.336  0.001
C -4.591 -0.235 -0.620  0.000
C -3.743 -1.028 0.125  0.001
C -2.377 -0.721 0.174  0.000
N -1.904 0.315 -0.566  -0.002
C -2.716 1.072 -1.292  0.002
C -1.396 -1.326 1.060  0.004
C -1.641 -2.209 2.100  -0.001
C -0.600 -2.539 2.967  0.005
C 0.636 -1.914 2.845  -0.001
C 0.852 -1.043 1.782  0.005
N -0.135 -0.862 0.862  -0.005
C 1.985 -0.162 1.592  0.002
C 3.141 -0.147 2.385  0.000
C 4.046 0.882 2.246  0.001
C 3.797 1.905 1.325  0.000
C 2.667 1.818 0.535  0.002
N 1.810 0.809 0.650  -0.001
H -4.720 1.500 -1.905  0.000
H -5.651 -0.440 -0.645  0.000
H -4.132 -1.860 0.687  0.000
H -2.252 1.893 -1.835  0.002
H -2.627 -2.618 2.243  0.000
H -0.775 -3.231 3.772  0.000
H 1.414 -2.090 3.569  0.000
H 3.308 -0.922 3.117  0.000
H 4.947 0.906 2.842  0.000
H 4.463 2.746 1.227  0.000
H 2.424 2.573 -0.213  0.000
C 0.486 0.640 -2.049  0.493
C 0.874 -0.337 -2.894  0.093
C 0.575 -0.429 -4.293  0.027
C 0.958 -1.522 -5.021  -0.002
C 1.677 -2.565 -4.431  0.016
C 2.028 -2.481 -3.081  0.002
C 1.655 -1.411 -2.320  0.035
H 0.026 0.374 -4.752  0.004
H 0.704 -1.586 -6.069  0.000
H 1.979 -3.418 -5.017  0.001
H 2.624 -3.263 -2.637  0.001
H 1.926 -1.332 -1.278  0.001
F -0.431 3.397 0.259  0.018
Sb -1.154 3.367 2.156  0.000
F 0.328 4.453 2.637  0.000
F 0.095 1.823 2.269  0.005
F -1.705 2.946 3.899  0.000
F -2.241 1.902 1.432  -0.001
F -2.524 4.555 1.629  0.000

Values from the calculation:
2S+1	2
Kohn-Sham gap (alpha / beta)	6.699 / 7.165	eV
HOMO (alpha / beta)	-11.1 / -11.5	eV
total charge	+1
ΔE to the lowest compared entry with this formula, charge and spin	38.2	kcal/mol
<S²>	0.84
E_tot	-1946.39231	hartree

(4)
The following is a DFT calculation (ωB97M-V with the def2-TZVPD basis set) of a molecular structure, C49H45Br2ClF7NO at a distorted geometry.

Last column: Löwdin charge in e.
Geometry (Å):
C 0.663 -3.181 3.025  -0.111
C 0.581 -2.798 1.458  -0.214
C 1.911 -2.128 0.887  -0.228
C 2.141 -0.608 1.318  -0.658
Br 4.128 -0.411 0.914  0.647
C 1.425 0.583 0.474  -0.593
Cl 2.602 1.935 -0.014  0.548
N 0.364 1.021 1.428  0.060
C 0.643 0.599 2.819  -0.425
O -0.150 0.899 3.718  0.046
C 2.044 -0.173 2.855  -0.539
Br 3.284 1.293 3.424  0.674
H -0.119 -3.980 3.252  0.076
H 1.691 -3.589 3.317  0.085
H 0.456 -2.263 3.684  0.064
H 0.472 -3.808 0.915  0.117
H -0.377 -2.222 1.197  0.085
H 2.854 -2.716 1.150  0.100
H 1.864 -2.132 -0.260  0.086
H 1.094 0.137 -0.515  0.114
H -0.424 0.427 1.131  0.106
H 2.203 -0.978 3.648  0.108
F -1.479 -1.199 0.374  -0.003
C -2.714 -1.474 -0.106  -0.271
C -3.808 -0.797 0.408  -0.009
C -5.076 -1.076 -0.089  -0.097
C -5.235 -2.035 -1.085  -0.101
C -4.129 -2.711 -1.589  -0.073
C -2.859 -2.425 -1.101  -0.015
H -3.665 -0.059 1.189  0.124
H -5.937 -0.548 0.300  0.110
H -6.226 -2.255 -1.469  0.110
H -4.256 -3.461 -2.362  0.112
H -1.984 -2.936 -1.488  0.118
F 3.172 7.624 -4.643  0.060
C 2.954 6.476 -3.982  -0.291
C 3.974 5.924 -3.223  -0.018
C 3.746 4.737 -2.534  -0.079
C 2.506 4.111 -2.621  -0.119
C 1.492 4.672 -3.391  -0.081
C 1.714 5.864 -4.071  -0.020
H 4.935 6.422 -3.174  0.116
H 4.535 4.301 -1.931  0.104
H 2.332 3.182 -2.087  0.010
H 0.527 4.181 -3.461  0.097
H 0.933 6.320 -4.667  0.115
F -2.234 7.403 4.753  0.054
C -2.026 6.089 4.561  -0.294
C -3.113 5.241 4.429  -0.026
C -2.897 3.882 4.226  -0.081
C -1.597 3.385 4.167  -0.091
C -0.514 4.247 4.306  -0.071
C -0.728 5.608 4.498  -0.019
H -4.117 5.644 4.486  0.113
H -3.741 3.209 4.114  0.101
H -1.427 2.323 4.012  0.064
H 0.499 3.859 4.264  0.101
H 0.104 6.295 4.599  0.114
F -7.408 -4.281 0.008  0.057
C -6.976 -4.675 1.218  -0.281
C -7.805 -5.444 2.018  -0.019
C -7.356 -5.856 3.268  -0.084
C -6.087 -5.487 3.707  -0.098
C -5.265 -4.710 2.896  -0.078
C -5.709 -4.306 1.641  -0.010
H -8.792 -5.715 1.663  0.116
H -7.993 -6.465 3.900  0.105
H -5.739 -5.805 4.684  0.101
H -4.279 -4.419 3.240  0.104
H -5.080 -3.709 0.993  0.093
F 7.817 -3.598 1.896  0.062
C 8.468 -2.629 1.233  -0.286
C 9.758 -2.861 0.782  -0.020
C 10.430 -1.859 0.092  -0.086
C 9.809 -0.633 -0.131  -0.099
C 8.515 -0.410 0.330  -0.079
C 7.838 -1.415 1.012  -0.024
H 10.227 -3.819 0.973  0.115
H 11.436 -2.032 -0.272  0.104
H 10.336 0.150 -0.667  0.100
H 8.034 0.547 0.160  0.105
H 6.827 -1.262 1.370  0.055
F -6.015 1.008 -1.351  0.048
C -5.359 1.979 -2.011  -0.274
C -4.069 1.743 -2.456  -0.012
C -3.391 2.745 -3.143  -0.080
C -4.007 3.973 -3.366  -0.095
C -5.302 4.199 -2.909  -0.080
C -5.985 3.194 -2.232  -0.015
H -3.602 0.783 -2.266  0.108
H -2.383 2.569 -3.503  0.101
H -3.476 4.755 -3.898  0.101
H -5.780 5.157 -3.080  0.106
H -6.997 3.350 -1.877  0.117
F 3.224 -3.553 -1.662  0.056
C 2.961 -3.057 -2.883  -0.280
C 2.491 -1.759 -3.004  -0.017
C 2.224 -1.245 -4.269  -0.076
C 2.419 -2.039 -5.395  -0.095
C 2.886 -3.342 -5.261  -0.080
C 3.164 -3.854 -3.998  -0.015
H 2.338 -1.158 -2.115  0.086
H 1.863 -0.228 -4.376  0.106
H 2.206 -1.638 -6.381  0.102
H 3.034 -3.961 -6.139  0.106
H 3.537 -4.863 -3.875  0.118

Values from the calculation:
Kohn-Sham gap	8.409	eV
HOMO	-8.8	eV
total charge	0
ΔE to the lowest compared entry with this formula, charge and spin	46.2	kcal/mol
E_tot	-8331.36224	hartree

Question: What is the total charge in the third record?
Answer: +1

Question: The highest E_tot belongs to which entry?
Answer: H10O5